(1)
{"formula": "C4H8NOS", "method": "ωB97M-V with the def2-TZVPD basis set", "charge": -1, "lumo_ev": 3.624, "orbital_gap_ha": 0.229, "species": ["C", "C", "C", "S", "N", "C", "O", "H", "H", "H", "H", "H", "H", "H", "H"], "positions_angstrom": [[-0.5313, -1.1140, 0.8750], [-0.0873, -0.3062, -0.3536], [1.3380, -0.6813, -0.7857], [1.8181, -2.4880, -0.6148], [-0.0376, 1.1418, -0.1084], [-1.0321, 2.0695, -0.0006], [-0.8500, 3.2275, 0.2900], [-1.4057, -0.5995, 1.3057], [0.3041, -1.1506, 1.5661], [-0.9456, -2.0434, 0.4927], [-0.7974, -0.5580, -1.1496], [1.5524, -0.3344, -1.8013], [2.0340, -0.1403, -0.1425], [0.6741, 1.3520, 0.5820], [-2.0335, 1.6249, -0.1553]]}

***

(2)
{"formula": "C4H8NOS", "method": "ωB97M-V with the def2-TZVPD basis set", "spin_multiplicity": 2, "lumo_ev": [0.836, -2.045], "orbital_gap_ha": [0.379, 0.261], "s_squared": 0.75, "species": ["C", "C", "S", "C", "N", "C", "O", "H", "H", "H", "H", "H", "H", "H", "H"], "positions_angstrom": [[-0.8605, -0.6868, -0.7013], [-0.3938, -1.6343, 0.4118], [-0.6420, -1.2484, 2.1111], [0.2596, 0.1982, -1.2489], [0.9085, 1.0554, -0.4160], [0.4743, 1.5354, 0.8805], [0.5875, 0.0984, -2.4181], [-1.6779, -0.0551, -0.3491], [-1.1280, -1.3116, -1.5552], [0.6279, -1.9531, 0.1930], [-0.9379, -2.5765, 0.2851], [1.6739, 1.5403, -0.8561], [-0.5123, 1.1495, 1.1219], [1.1846, 1.2582, 1.6589], [0.4360, 2.6304, 0.8826]]}

***

(3)
{"formula": "C4H8NOS", "method": "ωB97M-V with the def2-TZVPD basis set", "charge": 1, "lumo_ev": [-6.368, -6.367], "orbital_gap_ha": [0.257, 0.257], "species": ["C", "C", "C", "C", "N", "O", "S", "H", "H", "H", "H", "H", "H", "H", "H"], "positions_angstrom": [[-2.4581, 0.5164, 0.9741], [-1.4330, -0.1586, 0.3318], [0.7437, -1.3061, -0.1180], [-0.1373, -0.4866, 0.6936], [2.0562, 1.1479, -0.7568], [-2.2054, -0.4467, -0.8471], [-3.5907, 0.2451, -0.2174], [-2.5018, 0.9527, 2.0343], [0.3135, -1.5983, -1.1217], [1.6331, -0.7536, -0.3776], [1.1386, -2.0971, 0.4932], [-0.0637, -0.1006, 1.6949], [3.0956, 0.9422, -0.6725], [1.6685, 1.9901, -0.3878], [1.7408, 1.1533, -1.7229]]}

***

(4)
{"formula": "C4H8NOS", "method": "ωB97M-V with the def2-TZVPD basis set", "charge": 1, "lumo_ev": -3.352, "orbital_gap_ha": 0.377, "species": ["S", "C", "N", "C", "C", "O", "C", "H", "H", "H", "H", "H", "H", "H", "H"], "positions_angstrom": [[2.7972, -0.4148, 0.0568], [1.3820, 0.4152, 0.6431], [-0.0050, 0.1450, -0.4351], [-1.1709, 0.9469, -0.1671], [-2.1558, 0.1376, 0.2260], [-1.8084, -1.1557, 0.2406], [-0.4917, -1.2542, -0.2471], [3.2856, 0.5860, -0.6865], [1.4511, 1.4990, 0.6526], [1.0123, 0.0231, 1.5834], [0.3982, 0.3011, -1.3614], [-1.1534, 2.0052, -0.3109], [-3.1662, 0.3678, 0.5100], [-0.4989, -1.8111, -1.1894], [0.1240, -1.7913, 0.4850]]}

***

(5)
{"formula": "C4H8NS", "method": "ωB97M-V with the def2-TZVPD basis set", "charge": 1, "lumo_ev": -5.875, "orbital_gap_ha": 0.279, "species": ["C", "C", "C", "C", "N", "S", "H", "H", "H", "H", "H", "H", "H", "H"], "positions_angstrom": [[0.0673, -0.9489, 0.0921], [1.4502, -1.2978, 0.1062], [0.6965, 1.2612, -0.0455], [-1.7590, 0.6109, 0.0760], [-0.3377, 0.2612, 0.0081], [2.2915, 0.3968, 0.0553], [-1.0497, -2.3114, -0.4461], [1.6620, -2.0229, -0.8346], [1.7917, -1.7332, 1.0705], [0.7317, 1.8622, -1.0792], [0.7034, 1.9637, 0.7005], [-1.9509, 1.5221, -0.5226], [-2.2417, -0.3913, -0.2330], [-2.0553, 0.8275, 1.0522]]}

***

(6)
{"formula": "C4H8NS", "method": "ωB97M-V with the def2-TZVPD basis set", "charge": 1, "lumo_ev": -4.750, "orbital_gap_ha": 0.323, "species": ["C", "C", "C", "C", "N", "S", "H", "H", "H", "H", "H", "H", "H", "H"], "positions_angstrom": [[2.0753, 0.6392, 0.0784], [1.1446, -0.6084, -0.0308], [-0.3553, -0.4779, 0.0337], [-2.4140, 0.6936, 0.0886], [-0.9177, 0.6665, -0.0772], [3.6486, 0.1655, 0.0821], [1.4618, -0.8456, -1.1666], [1.3725, -1.4589, 0.5046], [-0.9956, -1.4217, 0.1566], [-2.7131, 1.2759, -0.7802], [-2.9458, -0.2186, 0.1135], [-2.7665, 1.4300, 0.7542], [-0.2492, 1.4282, -0.1451], [3.6543, -1.2677, 0.3881]]}

***

(7)
{"formula": "C4H8O", "method": "ωB97M-V with the def2-TZVPD basis set", "lumo_ev": 0.909, "orbital_gap_ha": 0.387, "species": ["C", "C", "C", "H", "H", "H", "H", "H", "H", "C", "O", "H", "H"], "positions_angstrom": [[0.3137, -0.8571, 0.7509], [-0.8219, -1.1232, 0.0807], [-2.0296, -0.3750, 0.4148], [1.2472, -1.5114, 0.6404], [0.5577, -0.1394, 1.3952], [-0.8910, -1.8428, -0.6214], [-2.4205, 0.1464, -0.4603], [-2.7847, -0.9815, 0.8779], [-1.9963, 0.4408, 1.1978], [2.2108, 1.5569, -1.0578], [1.8002, 1.5095, -2.1978], [2.9858, 2.2181, -0.7484], [1.8285, 0.9586, -0.2721]]}

***

(8)
{"formula": "C4H8O", "method": "ωB97M-V with the def2-TZVPD basis set", "lumo_ev": 1.111, "orbital_gap_ha": 0.405, "species": ["C", "C", "O", "H", "H", "H", "H", "C", "C", "H", "H", "H", "H"], "positions_angstrom": [[1.9049, -0.1734, -0.1761], [1.0827, 1.0054, 0.2679], [0.7573, 1.2195, 1.4113], [2.8718, 0.1789, -0.5561], [2.0663, -0.8597, 0.6583], [1.3974, -0.6884, -0.9999], [0.7818, 1.7010, -0.5452], [-1.5369, -0.9992, 0.0402], [-2.0860, 0.2070, -0.0549], [-1.7410, -1.7840, -0.6851], [-0.8635, -1.2487, 0.8578], [-1.8728, 0.9823, 0.6776], [-2.7675, 0.4634, -0.8628]]}

***

(9)
{"formula": "C4H8O", "method": "ωB97M-V with the def2-TZVPD basis set", "lumo_ev": 1.062, "orbital_gap_ha": 0.304, "species": ["C", "C", "C", "C", "O", "H", "H", "H", "H", "H", "H", "H", "H"], "positions_angstrom": [[0.6953, -0.4179, 1.2866], [0.6224, 0.1297, -0.1255], [-0.3182, 1.1296, -0.5416], [-1.0290, -1.2046, -0.9612], [-1.6849, -0.1917, -1.2062], [1.5376, -0.0019, 1.8535], [-0.2271, -0.2008, 1.8344], [0.8085, -1.5017, 1.2483], [1.3528, -0.2106, -0.8514], [-0.1835, 1.6280, -1.4945], [0.9721, 1.3682, 0.0051], [-0.9520, 1.6045, 0.1995], [-1.5940, -2.1306, -1.2468]]}

***

(10)
{"formula": "C4H8O", "method": "ωB97M-V with the def2-TZVPD basis set", "lumo_ev": 0.567, "orbital_gap_ha": 0.348, "species": ["C", "C", "C", "C", "O", "H", "H", "H", "H", "H", "H", "H", "H"], "positions_angstrom": [[1.6944, -0.2526, -0.0825], [0.3741, 0.1337, -0.6118], [-0.8457, -0.6407, -0.2714], [-1.3146, 0.5903, 0.6138], [-0.1177, 1.1778, 0.9704], [2.5086, 0.3313, -0.5089], [1.5186, 0.0412, 0.9597], [1.9014, -1.3242, -0.1149], [0.2986, 0.7910, -1.4826], [-1.5503, -0.8360, -1.0865], [-0.6153, -1.5495, 0.2965], [-1.9992, 0.3230, 1.4320], [-1.8528, 1.2146, -0.1138]]}

***

(11)
{"formula": "C4H8O", "method": "ωB97M-V with the def2-TZVPD basis set", "lumo_ev": -0.396, "orbital_gap_ha": 0.334, "species": ["O", "C", "C", "C", "C", "H", "H", "H", "H", "H", "H", "H", "H"], "positions_angstrom": [[0.0642, -1.6276, -1.9484], [-0.8750, -1.2361, -1.2737], [-0.7292, -0.6312, 0.0626], [0.6750, -0.1915, 0.4317], [0.6714, 1.2681, 0.9497], [-1.8514, -1.4635, -1.7281], [-0.8557, 0.7055, -1.1599], [-1.4464, -0.7052, 0.8696], [1.1065, -0.8576, 1.1794], [1.2181, -0.1932, -0.5170], [1.6760, 1.5874, 1.2493], [-0.0181, 1.4710, 1.7753], [0.3646, 1.8738, 0.1095]]}

***

(12)
{"formula": "C4H8O", "method": "ωB97M-V with the def2-TZVPD basis set", "lumo_ev": 0.900, "orbital_gap_ha": 0.396, "species": ["C", "C", "C", "C", "O", "H", "H", "H", "H", "H", "H", "H", "H"], "positions_angstrom": [[-1.3778, -1.1341, -0.1497], [-0.5670, -0.1358, 0.0860], [-0.9512, 1.3512, -0.0079], [0.9009, -0.3505, 0.5346], [1.8453, 0.1161, -0.3822], [-0.9427, -2.1769, -0.2069], [-2.4138, -1.0298, -0.4781], [-1.1061, 1.8053, 1.0551], [-1.9059, 1.5389, -0.5849], [-0.0663, 1.9128, -0.4255], [1.1312, 0.2532, 1.4104], [0.9978, -1.4236, 0.8053], [1.5141, -0.1936, -1.2955]]}

***

(13)
{"formula": "C4H8O", "method": "ωB97M-V with the def2-TZVPD basis set", "lumo_ev": 0.792, "orbital_gap_ha": 0.387, "species": ["O", "C", "C", "C", "C", "H", "H", "H", "H", "H", "H", "H", "H"], "positions_angstrom": [[0.0271, 1.9217, -0.5344], [-0.4182, 0.5762, -0.2124], [0.0818, 0.1493, 1.0540], [0.2313, -1.3028, 0.3466], [0.5053, -0.4972, -0.9839], [-0.8740, 2.6051, -0.4361], [-1.4282, 0.5602, -0.4790], [-0.8618, 0.1000, 1.6781], [1.0111, 0.6426, 1.4949], [0.9585, -1.9348, 0.8241], [-0.6820, -1.8746, 0.4877], [0.0845, -1.0754, -1.9240], [1.3647, 0.1298, -1.3156]]}

***

(14)
{"formula": "C4H8O", "method": "ωB97M-V with the def2-TZVPD basis set", "lumo_ev": 0.056, "orbital_gap_ha": 0.314, "species": ["C", "C", "C", "H", "H", "H", "H", "H", "H", "C", "O", "H", "H"], "positions_angstrom": [[-0.4886, -0.7171, -0.5066], [-0.7686, -0.4091, 0.7857], [-0.5654, -1.4546, 1.8712], [0.0678, -0.0743, -1.1528], [-0.4775, -1.8618, -0.7447], [-1.3634, 0.4839, 1.0316], [-0.8960, -2.4839, 1.5519], [-1.0300, -1.1408, 2.8337], [0.5011, -1.3936, 2.0725], [1.3428, 2.3322, -1.8493], [0.4339, 2.1297, -0.9965], [2.0078, 1.4829, -2.2783], [1.2359, 3.1064, -2.6184]]}

***

(15)
{"formula": "C4H8O", "method": "ωB97M-V with the def2-TZVPD basis set", "lumo_ev": 1.027, "orbital_gap_ha": 0.380, "species": ["C", "C", "C", "O", "H", "H", "H", "H", "C", "H", "H", "H", "H"], "positions_angstrom": [[-1.8275, -0.3633, -0.2065], [-0.9644, 0.6285, -0.1576], [-0.2250, 1.6669, 0.4917], [-0.1009, 1.3160, -0.9289], [-2.3410, -0.6374, 0.7029], [-2.0073, -0.9303, -1.1093], [-0.7325, 2.6051, 0.6916], [0.6698, 1.4663, 1.0788], [1.5114, -1.1505, -0.1126], [0.4714, -1.0995, 0.2016], [2.0797, -0.3335, 0.3377], [1.5524, -1.0593, -1.2005], [1.9138, -2.1091, 0.2110]]}

***

(16)
{"formula": "C4H8O", "method": "ωB97M-V with the def2-TZVPD basis set", "lumo_ev": 0.812, "orbital_gap_ha": 0.341, "species": ["C", "C", "C", "C", "O", "H", "H", "H", "H", "H", "H", "H", "H"], "positions_angstrom": [[1.5549, -0.2175, -0.0593], [0.1068, 0.1969, -0.2234], [-0.8781, -0.9456, -0.0056], [-1.1762, 2.0022, 0.7400], [-0.1455, 1.2219, 0.8022], [2.2381, 0.6256, -0.1986], [1.6910, -0.6104, 0.9529], [1.8177, -1.0075, -0.7709], [-0.0720, 0.6892, -1.1866], [-1.1326, -1.4459, -0.9443], [-0.4734, -1.6913, 0.6870], [-1.8029, -0.5507, 0.4242], [-1.7279, 1.7331, -0.2175]]}

***

(17)
{"formula": "C4H8O", "method": "ωB97M-V with the def2-TZVPD basis set", "lumo_ev": 1.144, "orbital_gap_ha": 0.381, "species": ["C", "O", "C", "C", "C", "H", "H", "H", "H", "H", "H", "H", "H"], "positions_angstrom": [[1.7156, -0.0588, 0.6419], [1.2344, 0.4056, -0.5984], [-0.1393, 0.2828, -0.8448], [-1.0755, -0.7804, -0.3561], [-1.2924, 0.6692, 0.0423], [1.4157, 0.6123, 1.4577], [2.8109, -0.0577, 0.6090], [1.3863, -1.0801, 0.8670], [-0.3135, 0.5725, -1.8766], [-1.7272, -1.2639, -1.0815], [-0.7808, -1.4282, 0.4659], [-2.1017, 1.2313, -0.4200], [-1.1325, 0.8954, 1.0937]]}

***

(18)
{"formula": "C4H8O", "method": "ωB97M-V with the def2-TZVPD basis set", "lumo_ev": 0.932, "orbital_gap_ha": 0.355, "species": ["C", "C", "C", "C", "O", "H", "H", "H", "H", "H", "H", "H", "H"], "positions_angstrom": [[1.1776, 0.5688, -0.7816], [-0.1253, -0.1536, -0.7122], [-0.4453, -1.3106, 0.1715], [-0.9120, 0.0318, 0.6022], [-0.2415, 0.5213, 1.7275], [1.4239, 0.8951, 0.2346], [1.0565, 1.4664, -1.3994], [1.9849, -0.0405, -1.1832], [-0.7769, -0.0958, -1.5905], [0.4006, -1.6226, 0.7810], [-1.0932, -2.1162, -0.1543], [-1.6819, 0.6405, 0.1711], [-0.7674, 1.2155, 2.1333]]}

***

ΔE to the lowest compared entry with this formula, charge and spin? In order: 16.8 0.0 74.7 29.8 86.0 70.3 56.5 30.5 123.1 71.6 82.4 27.6 71.8 79.1 57.8 71.9 39.1 43.1 kcal/mol.